Entry 1:
Below is C28H25Cl5N8NiO3S4 as an isolated structure, with properties calculated with ωB97M-V with the def2-TZVPD basis set.

Values from the calculation:
Relative energy (zero: lowest compared OMol25 entry of this formula, charge and spin) in eV: 0.000
Charge: 0
Gap between HOMO and LUMO (spin up / spin down) in eV: 8.2 / 8.6
HOMO level (spin up / spin down) in eV: -8.2 / -8.6
Spin multiplicity: 3

The geometry in XYZ format:
```
74
Properties=species:S:1:pos:R:3:forces:R:3
Ni 0.68836 0.35534 -1.08358 0.0 0.0 0.0
C -0.90973 0.40077 3.47177 0.0 0.0 0.0
C -1.16279 -0.79818 2.57487 0.0 0.0 0.0
S 0.24242 -1.31552 1.56680 0.0 0.1 0.0
O 0.72870 -0.01172 0.94433 0.0 0.0 0.0
C 1.44868 -1.70614 2.86797 0.0 -0.1 0.0
C 2.41259 -0.57249 3.17042 0.0 0.0 0.0
H -1.85699 0.79742 3.83884 0.0 0.0 0.0
H -0.39670 1.18918 2.91942 0.0 0.0 0.0
H -0.30294 0.13367 4.33666 0.0 0.0 0.0
H -1.93820 -0.58841 1.83442 0.0 0.0 0.0
H -1.47478 -1.68676 3.12863 0.0 0.0 0.0
H 1.98152 -2.58023 2.49751 0.0 0.0 0.0
H 0.86543 -2.01163 3.73887 0.0 0.0 0.0
H 2.86390 -0.20636 2.25085 0.0 0.0 0.0
H 3.20682 -0.95143 3.81384 0.0 0.0 0.0
H 1.93264 0.26920 3.66620 0.0 0.0 0.0
N 5.73740 -1.35084 -1.96025 0.0 0.0 0.1
N 4.69969 -0.58481 -1.45178 0.0 0.0 0.0
N 4.82905 0.23517 -0.42444 0.0 0.0 0.0
C 3.59920 0.70368 -0.31290 0.1 0.0 0.0
N 2.78490 0.15752 -1.22572 0.0 0.0 0.0
N 3.51094 -0.65104 -1.95872 -0.1 0.0 0.0
H 6.58386 -0.92426 -1.59967 0.0 0.0 0.0
H 5.63069 -2.27648 -1.53705 0.0 0.1 0.0
H 3.28206 1.42404 0.42174 0.0 0.0 0.0
S -5.86967 1.60699 -0.67411 0.0 0.0 0.0
C -4.14109 1.27800 -0.72722 0.0 0.0 0.0
C -3.68719 0.45013 -1.75242 0.0 0.0 0.0
C -2.33987 0.16613 -1.83490 0.0 0.0 0.0
N -1.43984 0.65154 -0.97746 0.0 0.0 0.0
C -1.87640 1.44916 -0.00202 0.0 0.0 0.0
C -3.20628 1.78421 0.16942 0.0 0.0 0.0
C -5.99419 2.66989 0.74509 0.0 0.0 0.0
C -5.81903 4.04017 0.62267 0.0 0.0 0.0
C -5.93724 4.82156 1.76374 0.0 0.0 0.0
N -6.21704 4.32897 2.96743 0.0 0.0 0.0
C -6.39227 3.01477 3.06773 0.0 0.0 0.0
C -6.29188 2.14239 1.99250 0.0 0.0 0.0
H -4.37159 0.03326 -2.47909 0.0 0.0 0.0
H -1.96162 -0.47571 -2.62058 0.0 0.0 0.0
H -1.11643 1.83114 0.66929 0.0 0.0 0.0
H -3.48916 2.43662 0.98282 0.0 0.0 0.0
H -5.59183 4.48756 -0.33538 0.0 0.0 0.0
H -5.80024 5.89512 1.70443 0.0 0.0 0.0
H -6.62487 2.63584 4.05650 0.0 0.0 0.0
H -6.44204 1.07937 2.12310 0.0 0.0 0.0
Cl 0.50221 1.47816 -3.62587 0.0 0.0 0.0
C 0.74529 2.79622 -2.48859 0.0 0.0 0.0
C 0.89244 2.41921 -1.16487 0.0 0.0 0.0
C 1.09641 3.46480 -0.28233 0.0 0.0 0.0
Cl 1.31020 3.10190 1.41880 0.0 0.0 0.0
C 1.14531 4.80332 -0.67729 0.0 0.0 0.0
Cl 1.40479 6.06385 0.46877 0.0 0.0 0.0
C 0.98390 5.12180 -2.02457 0.0 0.0 0.0
Cl 1.04065 6.76189 -2.54506 0.0 0.0 0.0
C 0.78047 4.10257 -2.95355 0.0 0.0 0.0
Cl 0.58254 4.46511 -4.62446 0.0 0.0 0.0
O 3.06640 -4.37388 1.41293 0.0 0.0 0.0
S 3.29446 -3.86721 0.08813 0.1 0.0 0.0
O 4.64603 -3.47060 -0.23431 0.0 0.0 0.0
N 2.25638 -2.63987 -0.23621 0.0 0.0 0.0
C 1.47697 -2.92899 -1.24668 0.1 0.0 -0.1
S 0.30942 -1.90384 -1.91269 -0.1 0.0 0.0
C 1.68605 -4.29664 -1.82430 0.0 0.0 0.0
C 1.03516 -4.90757 -2.88170 0.0 0.0 0.0
C 1.41597 -6.19784 -3.22731 0.0 0.0 0.0
C 2.42594 -6.86109 -2.53518 0.0 0.0 0.0
C 3.08475 -6.24656 -1.47721 0.0 0.0 0.0
C 2.68759 -4.96743 -1.15050 0.0 0.0 0.0
H 0.25540 -4.38226 -3.41628 0.0 0.0 0.0
H 0.92173 -6.69755 -4.05003 0.0 0.0 0.0
H 2.70276 -7.86570 -2.82629 0.0 0.0 0.0
H 3.87386 -6.74853 -0.93389 0.0 0.0 0.0
```
Positions in Å, forces in eV/Å.

Entry 2:
Below is C15H31IP2Pt as an isolated structure in a non-equilibrium geometry, with properties calculated with ωB97M-V with the def2-TZVPD basis set.

Values from the calculation:
Relative energy (zero: lowest compared OMol25 entry of this formula, charge and spin) in eV: 0.905
Charge: +2
Gap between HOMO and LUMO (spin up / spin down) in eV: 6.0 / 5.7
HOMO level (spin up / spin down) in eV: -11.2 / -15.1
Spin multiplicity: 5

The geometry in XYZ format:
```
50
Properties=species:S:1:pos:R:3:forces:R:3
P 1.16207 -2.74785 -4.86734 -0.5 -1.4 -2.2
P -1.07535 -5.03332 -2.47696 -0.8 -1.4 -0.8
C 0.69220 -4.57759 -4.85221 0.1 -0.1 0.4
C -0.68000 -5.02436 -4.27634 0.1 0.4 -0.3
H 1.51800 -5.14140 -4.38328 -0.3 0.2 -0.2
H 0.68703 -4.82853 -5.92606 0.1 0.0 0.3
H -1.52363 -4.51822 -4.78275 0.4 -0.2 0.2
H -0.78303 -6.09894 -4.50470 -0.1 0.2 0.0
C 0.02965 -6.25275 -1.74200 0.2 -0.1 0.2
H -0.02972 -6.19548 -0.64554 0.1 -0.1 -0.3
H 1.07494 -6.12630 -2.06587 -0.5 0.0 0.2
H -0.30858 -7.24756 -2.07088 0.1 0.3 0.2
C -2.73517 -5.75406 -2.48962 0.1 -0.2 -0.1
H -2.67066 -6.81414 -2.76488 -0.1 0.2 0.1
H -3.36979 -5.24002 -3.22474 0.1 -0.1 0.3
H -3.16649 -5.65762 -1.48611 0.0 -0.1 -0.3
C 2.74949 -2.74956 -5.76105 0.4 0.3 0.5
H 3.12743 -1.71713 -5.77428 0.0 -0.3 -0.1
H 2.58044 -3.08870 -6.79299 0.0 0.1 0.3
H 3.48542 -3.40090 -5.27016 -0.2 0.2 -0.1
C 0.00174 -2.19983 -6.17706 0.0 0.6 0.3
H -1.02504 -2.55948 -6.02298 0.4 0.1 0.0
H 0.39199 -2.58553 -7.12772 -0.1 0.2 0.2
H 0.00712 -1.10400 -6.18796 -0.1 -0.2 -0.3
Pt 0.06222 -0.85565 -0.70288 -2.2 -0.5 0.9
C -1.28404 -3.57070 -1.47996 0.7 2.1 1.1
C 0.09808 -3.03955 -0.97576 0.0 -0.6 0.7
C 1.31315 -3.35542 -1.80742 0.6 -0.7 -0.5
C 2.15828 -2.14551 -2.24631 -0.4 -0.2 0.4
C 1.33142 -1.02451 -2.81270 2.0 0.7 -1.8
C -0.08061 -0.85717 -2.91889 -0.7 0.6 1.1
C -1.13952 -1.88474 -3.29752 -0.2 -0.5 -0.1
C -2.04717 -2.38883 -2.15288 0.1 -0.5 -0.8
C 0.47305 1.13744 -0.64750 1.1 1.5 -0.4
H -1.86807 -3.90475 -0.60438 0.2 -0.1 -0.3
H 0.25777 -3.33330 0.07468 -0.1 0.2 -0.4
H 1.00107 -3.89887 -2.71119 0.1 0.2 0.3
H 1.95890 -4.07923 -1.28616 -0.1 0.3 0.0
H 2.72279 -1.80926 -1.36171 0.0 0.1 -0.2
H 2.91728 -2.43814 -2.98981 0.0 -0.2 0.3
H 1.91952 -0.12391 -3.04144 -0.3 -0.4 0.2
H -0.38159 0.14930 -3.25221 0.3 -0.4 0.3
H -0.61437 -2.79341 -3.66486 -0.7 0.6 0.1
H -1.75923 -1.49461 -4.12774 0.4 -0.2 0.4
H -2.21183 -1.58316 -1.41873 -0.1 -0.5 -0.2
H -3.01950 -2.69786 -2.56289 0.2 0.0 0.2
H -0.40815 1.70253 -0.32106 0.1 -0.3 -0.2
H 0.83724 1.48416 -1.62612 -0.2 0.0 0.4
H 1.26934 1.21577 0.10827 -0.2 0.1 -0.3
I -0.75138 -0.72466 1.70334 0.0 -0.2 0.5
```
Positions in Å, forces in eV/Å.

Entry 3:
Below is C30H36GeN5O10SW as an isolated structure in a non-equilibrium geometry, with properties calculated with ωB97M-V with the def2-TZVPD basis set.

Values from the calculation:
Charge: -1
Gap between HOMO and LUMO (spin up / spin down) in eV: 5.3 / 4.4
HOMO level (spin up / spin down) in eV: -4.6 / -4.0

The geometry in XYZ format:
```
84
Properties=species:S:1:pos:R:3:forces:R:3
W 0.46055 0.01452 0.06320 -3.6 1.8 3.2
N -0.30855 1.18102 2.23080 -0.3 0.4 0.3
C -1.75145 1.46832 2.23820 -0.1 -0.6 -0.3
C -2.45815 0.33782 1.43480 1.0 1.0 0.6
O -3.61875 0.07022 1.64320 -0.5 -0.1 -0.1
O -1.67645 -0.20758 0.56990 -0.3 -0.1 -0.7
H -0.14765 0.51202 2.98850 0.1 0.2 -0.4
H 0.25475 2.00842 2.49470 -0.6 -0.6 -0.3
H -1.94475 2.41712 1.72980 0.0 -0.1 0.0
H -2.17815 1.51662 3.24420 0.0 0.0 -0.1
O -2.06915 -4.22808 5.22890 0.0 0.3 0.9
C -2.05805 -4.58178 4.05170 0.7 0.7 -0.8
O -2.51275 -5.56268 3.47490 -0.4 -0.7 -0.5
C -1.26595 -3.56918 3.10060 0.2 -0.2 0.6
C -0.40415 -2.63988 3.69550 -0.3 -0.4 -0.2
C 0.28395 -1.75088 2.90690 0.4 0.3 -0.7
N 0.10805 -1.66018 1.57490 -1.2 -1.5 -0.2
C -0.66725 -2.61298 0.98220 0.3 0.3 1.2
C -1.32605 -3.59758 1.71560 0.2 0.3 -0.3
C -0.76495 -2.49708 -0.50700 -0.1 -0.5 -0.7
O -1.33185 -3.30988 -1.20770 0.4 0.5 0.6
O -0.14985 -1.42268 -0.99510 -1.0 -2.3 -2.1
H -0.30905 -2.65148 4.77080 0.0 0.0 0.1
H 1.03855 -1.08078 3.32190 -0.2 0.0 0.1
H -1.90015 -4.35948 1.20830 -0.1 0.0 0.0
C -4.39565 -0.74048 -1.39890 0.0 0.2 0.1
C -4.56445 0.77632 -1.41100 0.1 -0.4 0.5
N -4.39925 1.36192 -2.72650 0.1 0.2 -0.1
C -5.47665 1.13922 -3.67820 0.0 0.0 -0.4
C -5.15015 0.06662 -4.71500 0.0 0.2 0.2
C -3.39745 2.18552 -3.10890 -0.4 -0.2 0.1
O -3.38565 2.71972 -4.20830 0.2 0.3 -0.2
C -2.30445 2.48112 -2.12510 0.2 1.4 -0.1
C -1.93595 3.83192 -1.92780 0.5 -1.4 0.4
C -0.85535 4.09002 -1.07920 -0.8 0.4 -0.6
C -0.21405 3.06612 -0.43490 0.0 -2.6 0.3
N -0.56115 1.72872 -0.60050 -1.4 3.2 -2.4
C -1.58165 1.49432 -1.50870 1.3 -0.4 1.2
H -4.40095 -1.08608 -0.36950 0.0 0.0 0.1
H -3.44875 -1.03508 -1.84570 0.1 -0.1 -0.1
H -5.20845 -1.22748 -1.93210 -0.1 -0.1 -0.1
H -3.85295 1.23242 -0.72400 -0.2 -0.1 0.0
H -5.56905 1.02712 -1.04980 0.1 0.1 0.0
H -5.65995 2.08742 -4.19560 -0.1 -0.2 0.1
H -6.36605 0.86102 -3.10870 0.1 0.1 0.0
H -4.27545 0.36952 -5.28390 0.1 0.0 -0.1
H -5.98885 -0.04698 -5.39890 -0.1 0.0 -0.1
H -4.95425 -0.89208 -4.24180 0.0 -0.1 0.0
H -2.45515 4.61302 -2.45390 -0.1 0.1 -0.1
H -0.52315 5.10682 -0.93060 0.1 0.0 0.1
H 0.63375 3.22902 0.22670 -0.2 0.1 -0.1
H -1.75915 0.44132 -1.73790 0.0 0.3 0.2
C 4.05265 0.49112 -3.50140 -0.4 -0.3 0.5
Ge 3.19995 -0.29398 -1.82910 1.3 0.0 -1.9
C 4.72885 0.16692 -0.59510 -0.6 -0.2 -0.3
C 3.03045 -2.25648 -2.20110 0.1 0.7 0.2
C 1.46185 0.61142 -1.76840 0.5 -0.4 0.2
H 5.01375 0.03682 -3.71580 0.2 -0.2 0.0
H 4.21965 1.55162 -3.33170 0.0 0.2 0.1
H 3.42675 0.39112 -4.38030 -0.2 -0.1 -0.2
H 5.58975 0.34572 -1.23150 0.1 0.0 -0.1
H 4.97535 -0.63588 0.08980 0.0 -0.2 0.1
H 4.53845 1.07322 -0.02660 0.1 0.1 0.0
H 3.92385 -2.62378 -2.69780 0.2 0.0 -0.1
H 2.18245 -2.41528 -2.86170 -0.1 0.0 -0.1
H 2.86945 -2.82328 -1.29060 0.0 -0.1 0.1
H 0.91085 0.28062 -2.66460 0.1 -0.1 0.2
H 1.65385 1.68472 -1.89630 0.0 -0.2 0.2
O 2.14475 -1.16258 0.36030 1.8 1.6 2.3
C 2.58895 -0.26968 1.21270 -1.0 0.7 -3.0
N 2.02975 0.99702 1.05100 3.1 -2.0 1.9
S 2.85895 2.03112 2.07090 -1.4 1.4 -0.2
O 3.67855 2.94912 1.32960 0.2 -0.5 0.1
O 1.87455 2.67372 2.92710 0.8 -0.4 0.1
C 3.80715 0.79392 2.90190 -0.6 -1.4 -1.2
C 4.72185 0.86422 3.91860 0.2 0.3 0.3
C 5.41285 -0.28908 4.28090 -0.3 -0.3 -0.4
C 5.18055 -1.49708 3.60200 0.5 0.4 0.7
C 4.26295 -1.58758 2.59160 -1.1 0.9 -0.8
C 3.53955 -0.42388 2.21890 2.4 -0.3 2.3
H 4.89095 1.80012 4.42790 0.1 0.1 0.1
H 6.14445 -0.26028 5.07270 0.0 0.1 0.1
H 5.75195 -2.37048 3.88500 0.0 0.0 0.0
H 4.08225 -2.50818 2.06010 0.0 -0.1 0.0
```
Positions in Å, forces in eV/Å.